1.
Entry from OMol25: a 2-piece molecular cluster, CH3BrP2 overall in a non-equilibrium geometry (ωB97M-V/def2-TZVPD).

Cartesian coordinates (Å):
C  1.924  0.423  -0.444
P  1.113  -0.830  0.250
P  -1.021  0.017  -0.211
Br  4.636  0.044  -0.365
H  2.082  1.445  -0.791
H  -1.074  -0.629  -1.335
H  -1.717  -1.145  0.306

Values from the calculation:
energy above the lowest of the compared OMol25 structures with the same formula, charge and spin: 251.45 kJ/mol
2S+1: 1

natural (NBO) population analysis, charges in e, atoms 1 to 5:
1. C -0.4813
2. P 0.5261
3. P 0.0832
4. Br -0.3330
5. H 0.2237

---

2.
Entry from OMol25: a 6-piece molecular cluster, C35H50F15NO13S overall in a non-equilibrium geometry (ωB97M-V/def2-TZVPD).

Cartesian coordinates (Å):
C  5.041  -1.006  1.873
C  5.643  0.427  1.618
C  6.177  0.469  0.144
C  5.201  1.103  -0.910
C  3.719  0.629  -0.785
C  3.527  -0.761  -1.479
C  2.494  -1.711  -0.793
C  1.220  -1.013  -0.210
C  0.054  -0.799  -1.261
C  -1.201  -1.618  -0.812
C  -2.558  -1.083  -1.364
C  -2.960  0.197  -0.584
O  -4.027  0.756  -1.393
C  -5.204  0.831  -0.685
O  -6.104  1.555  -0.903
O  -5.085  -0.106  0.358
C  -3.731  0.069  0.761
N  -3.199  -0.796  1.816
C  -2.865  -0.141  2.806
S  -2.106  0.687  3.952
H  4.006  -1.048  1.486
H  5.637  -1.772  1.343
H  5.061  -1.269  2.948
H  6.453  0.613  2.350
H  4.887  1.214  1.764
H  6.485  -0.528  -0.231
H  7.103  1.086  0.158
H  5.279  2.201  -0.833
H  5.585  0.799  -1.909
H  3.354  0.680  0.255
H  3.123  1.362  -1.376
H  3.344  -0.584  -2.554
H  4.515  -1.277  -1.423
H  2.933  -2.338  0.007
H  2.130  -2.414  -1.578
H  1.417  -0.072  0.332
H  0.800  -1.718  0.542
H  0.334  -1.142  -2.274
H  -0.245  0.272  -1.248
H  -1.044  -2.677  -1.109
H  -1.278  -1.591  0.297
H  -3.335  -1.842  -1.122
H  -2.576  -0.895  -2.450
H  -2.183  0.964  -0.434
H  -3.711  1.112  1.156
C  1.595  6.877  1.075
C  2.895  7.223  0.378
O  4.004  6.530  0.975
C  4.153  5.255  0.619
O  3.446  4.666  -0.142
C  5.388  4.661  1.294
F  5.441  4.955  2.599
F  6.518  5.128  0.745
F  5.420  3.333  1.190
H  1.672  7.073  2.146
H  0.773  7.464  0.666
H  1.354  5.820  0.959
H  3.103  8.286  0.492
H  2.847  7.014  -0.691
C  5.863  -6.431  3.415
C  5.248  -6.697  2.057
O  3.849  -6.366  2.047
C  3.560  -5.071  1.925
O  4.364  -4.194  1.827
C  2.045  -4.873  1.888
F  1.426  -5.567  2.851
F  1.533  -5.278  0.717
F  1.708  -3.594  2.047
H  5.312  -6.960  4.194
H  6.904  -6.756  3.434
H  5.830  -5.370  3.663
H  5.312  -7.759  1.824
H  5.771  -6.159  1.265
C  -7.239  -1.435  -0.613
C  -8.666  -1.417  -1.119
O  -9.041  -2.691  -1.676
C  -9.367  -3.637  -0.798
O  -9.371  -3.503  0.389
C  -9.780  -4.913  -1.530
F  -8.918  -5.233  -2.505
F  -10.986  -4.776  -2.099
F  -9.848  -5.958  -0.708
H  -6.556  -1.751  -1.405
H  -6.961  -0.463  -0.271
H  -7.122  -2.139  0.212
H  -8.761  -0.691  -1.926
H  -9.367  -1.124  -0.336
C  -6.195  4.267  3.779
C  -4.774  4.006  4.233
O  -3.987  5.209  4.189
C  -4.156  6.053  5.207
O  -4.897  5.881  6.127
C  -3.230  7.258  5.048
F  -3.266  7.757  3.806
F  -1.956  6.926  5.304
F  -3.554  8.246  5.879
H  -6.202  4.726  2.789
H  -6.762  3.337  3.742
H  -6.705  4.955  4.454
H  -4.295  3.301  3.554
H  -4.743  3.566  5.231
C  0.379  -3.042  -7.104
C  1.832  -3.240  -6.723
O  2.571  -2.013  -6.843
C  2.426  -1.147  -5.841
O  1.742  -1.319  -4.878
C  3.298  0.085  -6.080
F  3.177  0.549  -7.330
F  4.593  -0.194  -5.884
F  2.980  1.083  -5.257
H  0.302  -2.614  -8.104
H  -0.154  -3.993  -7.083
H  -0.118  -2.354  -6.421
H  2.300  -3.946  -7.407
H  1.933  -3.648  -5.716

Values from the calculation:
energy above the lowest of the compared OMol25 structures with the same formula, charge and spin: 89.96 kJ/mol
SMILES: CCCCCCCCCCC[C@H]1OC(=O)O[C@H]1N=C=S.CCOC(=O)C(F)(F)F.CCOC(=O)C(F)(F)F.CCOC(=O)C(F)(F)F.CCOC(=O)C(F)(F)F.CCOC(=O)C(F)(F)F
2S+1: 1

Löwdin population analysis, charges in e, atoms 1 to 5:
1. C -0.1061
2. C -0.2400
3. C -0.2120
4. C -0.2035
5. C -0.2031

---

3.
Entry from OMol25: a 2-piece molecular cluster, CHNS4 overall in a non-equilibrium geometry (ωB97M-V/def2-TZVPD).

Cartesian coordinates (Å):
C  -0.096  -1.182  0.498
N  -0.318  -1.623  -0.532
S  0.329  2.050  0.079
S  -0.930  -0.023  -2.198
S  0.504  1.258  -1.666
S  0.293  -0.936  2.068
H  0.219  0.456  1.751

Values from the calculation:
energy above the lowest of the compared OMol25 structures with the same formula, charge and spin: 142.13 kJ/mol
2S+1: 1

natural (NBO) population analysis, charges in e, atoms 1 to 5:
1. C 0.0631
2. N -0.3682
3. S -0.2791
4. S 0.0114
5. S 0.2797

---

Number 1: calculated total energy -3296.4770 Eh. Number 2: calculated total energy -4292.7348 Eh. Number 3: calculated total energy -1686.1343 Eh.